No. 1
Here is C8H10ClF3O in the gas phase from the Open Molecules 2025 dataset. Energies are from the ωB97M-V functional and the def2-TZVPD basis.

Properties
SMILES	FC(F)=C(F)CC[C@H]1COC[C@H]1Cl
gap between HOMO and LUMO	8.414	eV
energy above the lowest of the compared OMol25 structures with the same formula, charge and spin	13.2	kcal per mole
LUMO energy	0.060	eV
charge	0
HOMO level	-8.35	eV

Positions of all 23 atoms, in Å:
1 F 4.3671 -2.0703 0.0668
2 C 3.8024 -0.9435 0.4503
3 F 4.2173 -0.5796 1.6487
4 C 2.8514 -0.2456 -0.2207
5 F 3.1589 0.3254 -1.4145
6 C 1.4289 -0.0881 0.2845
7 C 0.5006 0.2155 -0.9020
8 C -0.9558 0.5035 -0.4965
9 C -2.0676 -0.3582 -1.1116
10 O -3.2148 -0.1047 -0.2705
11 C -2.8289 0.7151 0.8201
12 C -1.3445 0.3694 0.9895
13 Cl -1.3739 -1.3547 1.5142
14 H 1.1648 -1.0225 0.7653
15 H 1.3932 0.7483 0.9914
16 H 0.9119 1.1122 -1.3622
17 H 0.5498 -0.6010 -1.6231
18 H -1.2705 1.5055 -0.7942
19 H -2.3529 0.0585 -2.0823
20 H -1.8670 -1.4202 -1.2414
21 H -2.9336 1.7798 0.5846
22 H -3.3673 0.4686 1.7330
23 H -0.7693 0.9865 1.6708

Forces on the atoms, in the same order (eV/Å):
1.348 0.589 -0.538
-0.491 0.453 -0.780
-0.873 -1.082 0.962
0.071 0.277 0.819
-0.366 -1.390 -0.882
0.906 1.068 -0.040
-0.061 0.251 0.304
0.053 -1.079 0.332
-0.638 1.173 -0.627
-0.168 -0.152 0.023
0.769 -0.244 0.439
-0.857 0.392 -0.849
0.665 0.095 0.406
-0.157 0.141 0.222
-0.330 -0.129 0.132
-0.115 -0.120 -0.331
0.010 0.041 -0.069
0.525 0.240 0.223
0.251 -0.255 -0.176
0.055 -0.063 0.418
-0.128 0.005 0.071
-0.387 -0.075 -0.245
-0.085 -0.135 0.187

Atom charges from the Löwdin analysis, given in e for atoms 1 to 5: F 0.150; C -0.301; F 0.149; C -0.199; F 0.052

***

No. 2
Here is C20H24ClN3O in the gas phase from the Open Molecules 2025 dataset. Energies are from the ωB97M-V functional and the def2-TZVPD basis.

Properties
SMILES	CCN(CC)C[C@@H](O)Cn1c(-c2ccccc2Cl)nc2ccccc21
gap between HOMO and LUMO	8.733	eV
energy above the lowest of the compared OMol25 structures with the same formula, charge and spin	5.4	kcal per mole
LUMO energy	0.567	eV
charge	0
HOMO level	-8.17	eV

Positions of all 49 atoms, in Å:
1 C -3.5052 -1.2848 2.3439
2 C -2.5623 -0.6330 1.3250
3 N -2.3451 -1.3251 0.0714
4 C -3.4390 -1.3399 -0.8756
5 C -4.5130 -2.4214 -0.6999
6 C -1.5609 -2.5362 0.1521
7 C -0.0499 -2.2266 0.2222
8 O 0.6974 -3.4103 0.3486
9 C 0.3599 -1.3879 -1.0105
10 N 1.3247 -0.3722 -0.7025
11 C 1.0810 0.9642 -0.4923
12 C -0.2324 1.5718 -0.7158
13 C -0.8397 1.5130 -1.9675
14 C -2.0743 2.0952 -2.1843
15 C -2.7178 2.7568 -1.1516
16 C -2.1263 2.8370 0.0962
17 C -0.8917 2.2452 0.3109
18 Cl -0.1833 2.3166 1.8786
19 N 2.1366 1.6271 -0.1118
20 C 3.1505 0.7093 -0.0453
21 C 4.4880 0.8695 0.2995
22 C 5.2883 -0.2525 0.2861
23 C 4.7840 -1.5096 -0.0563
24 C 3.4610 -1.6907 -0.4038
25 C 2.6514 -0.5661 -0.4000
26 H -3.4206 -0.7598 3.2918
27 H -4.5400 -1.2287 2.0178
28 H -3.2452 -2.3275 2.5086
29 H -1.5826 -0.5044 1.7913
30 H -2.9383 0.3636 1.0791
31 H -3.9073 -0.3534 -0.8379
32 H -3.0005 -1.4558 -1.8753
33 H -5.0562 -2.2970 0.2310
34 H -5.2222 -2.3582 -1.5218
35 H -4.0687 -3.4139 -0.7074
36 H -1.8182 -3.1661 1.0158
37 H -1.7345 -3.1252 -0.7542
38 H 0.1744 -1.6576 1.1291
39 H 0.4628 -4.0093 -0.3706
40 H -0.5377 -0.8969 -1.3905
41 H 0.7740 -2.0500 -1.7796
42 H -0.3217 1.0254 -2.7806
43 H -2.5314 2.0392 -3.1606
44 H -3.6808 3.2159 -1.3175
45 H -2.6159 3.3523 0.9076
46 H 4.8705 1.8409 0.5681
47 H 6.3320 -0.1646 0.5503
48 H 5.4482 -2.3613 -0.0454
49 H 3.0727 -2.6669 -0.6488

Forces on the atoms, in the same order (eV/Å):
0.159 0.105 -0.233
-0.064 -0.008 0.135
0.004 -0.119 -0.030
-0.104 -0.112 -0.064
0.214 0.240 0.014
0.310 0.198 0.191
-0.464 0.306 -0.323
0.248 -0.457 0.020
-0.301 -0.408 0.297
0.107 0.308 -0.031
0.469 -0.030 -0.032
-0.275 0.162 0.013
-0.009 0.095 0.086
-0.030 -0.031 -0.100
0.001 -0.007 0.024
0.034 0.028 0.028
0.008 -0.082 -0.264
-0.084 0.058 0.331
-0.271 0.523 -0.045
-0.235 -0.717 -0.157
-0.044 -0.050 -0.016
0.164 0.132 0.068
-0.022 -0.136 -0.053
-0.026 -0.220 -0.062
0.478 0.463 0.144
-0.029 0.029 0.145
-0.106 -0.028 0.015
-0.023 -0.130 0.071
-0.024 0.137 0.045
0.110 0.007 0.072
0.026 0.023 -0.097
-0.082 0.083 -0.020
-0.084 -0.035 0.089
-0.106 -0.054 -0.085
0.005 -0.141 -0.010
0.019 -0.066 -0.134
-0.026 -0.071 -0.007
-0.056 0.050 -0.115
-0.006 0.032 0.054
0.155 -0.089 -0.004
-0.079 0.026 0.033
0.052 -0.070 -0.050
-0.031 0.005 -0.088
-0.081 0.047 -0.004
-0.027 0.039 0.090
0.046 0.119 0.031
0.077 0.014 0.025
0.036 -0.071 -0.001
-0.032 -0.097 0.005

Atom charges from the Löwdin analysis, given in e for atoms 1 to 5: C -0.069; C -0.235; N -0.196; C -0.243; C -0.075

***

No. 3
Here is C19H24N2O6S in the gas phase from the Open Molecules 2025 dataset. Energies are from the ωB97M-V functional and the def2-TZVPD basis.

Properties
SMILES	CCN(CC)S(=O)(=O)c1cccc(NC(=O)COC(=O)c2cc(C)oc2C)c1
gap between HOMO and LUMO	9.290	eV
energy above the lowest of the compared OMol25 structures with the same formula, charge and spin	1.9	kcal per mole
LUMO energy	0.504	eV
charge	0
HOMO level	-8.79	eV

Positions of all 52 atoms, in Å:
1 C 3.6883 2.7793 -1.9270
2 C 3.7559 1.2748 -1.6736
3 N 4.2388 0.9297 -0.3576
4 C 5.6442 1.0524 -0.0517
5 C 6.4543 -0.1222 -0.5957
6 S 3.1115 0.9496 0.8598
7 O 3.8038 0.9715 2.1146
8 O 2.1087 1.9498 0.6117
9 C 2.3459 -0.6563 0.6399
10 C 3.0787 -1.7957 0.9104
11 C 2.4887 -3.0326 0.7075
12 C 1.1870 -3.1279 0.2448
13 C 0.4527 -1.9722 -0.0133
14 N -0.8680 -1.9936 -0.4548
15 C -1.6645 -3.0555 -0.7384
16 O -1.3366 -4.2180 -0.7136
17 C -3.0879 -2.6401 -1.1266
18 O -3.2840 -1.2394 -1.0631
19 C -4.0787 -0.7638 -0.0672
20 O -4.6706 -1.4832 0.6991
21 C -4.0842 0.6896 -0.0625
22 C -3.3836 1.5647 -0.9518
23 C -3.6695 2.8277 -0.5466
24 C -3.2384 4.1552 -1.0534
25 O -4.4962 2.7893 0.5317
26 C -4.7488 1.5074 0.8268
27 C -5.6280 1.1885 1.9750
28 C 1.0487 -0.7261 0.1844
29 H 4.6763 3.2282 -1.8623
30 H 3.0423 3.2372 -1.1833
31 H 3.2856 2.9697 -2.9185
32 H 2.7540 0.8465 -1.7544
33 H 4.3969 0.7892 -2.4154
34 H 5.7089 1.0783 1.0368
35 H 6.0450 1.9947 -0.4431
36 H 7.4873 -0.0339 -0.2705
37 H 6.4352 -0.1386 -1.6828
38 H 6.0496 -1.0621 -0.2303
39 H 4.0832 -1.6962 1.2873
40 H 3.0429 -3.9353 0.9139
41 H 0.7278 -4.0901 0.0882
42 H -1.3006 -1.0827 -0.5637
43 H -3.7905 -3.1441 -0.4514
44 H -3.2827 -2.9694 -2.1512
45 H -2.7687 1.2719 -1.7769
46 H -2.5802 4.6402 -0.3332
47 H -2.7064 4.0347 -1.9919
48 H -4.1025 4.7992 -1.2066
49 H -5.2211 1.6173 2.8899
50 H -6.6196 1.6118 1.8198
51 H -5.7039 0.1108 2.0778
52 H 0.5126 0.1939 0.0042

Forces on the atoms, in the same order (eV/Å):
0.008 -0.237 0.075
-0.319 0.230 -0.344
-0.669 0.158 0.890
0.475 -0.175 0.312
-0.172 0.267 0.055
0.154 -0.252 -0.293
0.145 -0.240 -0.076
-0.003 -0.245 -0.222
0.000 0.484 0.049
0.116 -0.166 0.082
0.135 0.296 0.044
-0.218 -0.084 -0.066
0.522 -0.188 0.151
-0.198 0.581 -0.032
-0.329 0.425 -0.109
-0.040 -0.252 -0.021
-0.219 -0.682 0.126
0.102 0.232 -0.247
-0.299 -0.157 0.429
0.089 0.029 -0.130
-0.294 0.680 0.391
-0.183 0.517 0.216
0.592 -0.433 -0.790
-0.185 -0.071 0.332
-0.180 0.217 0.239
0.173 -1.177 -0.224
0.041 0.231 -0.048
-0.112 0.003 -0.012
0.094 0.089 -0.034
-0.025 0.098 -0.027
-0.010 0.067 -0.119
0.048 -0.042 -0.274
-0.105 -0.073 0.077
0.228 0.107 -0.137
-0.087 -0.014 0.086
0.140 -0.023 -0.020
0.046 -0.062 -0.121
-0.016 -0.111 0.040
0.173 -0.092 0.049
0.051 -0.071 0.026
-0.003 -0.014 -0.006
0.032 -0.283 0.012
0.235 0.047 -0.182
0.079 0.063 0.139
0.149 0.031 -0.218
0.055 0.083 -0.009
0.021 -0.007 -0.046
-0.014 0.084 -0.077
0.003 0.009 0.081
-0.081 0.011 0.017
-0.007 0.018 0.009
-0.140 0.092 -0.046

Atom charges from the Löwdin analysis, given in e for atoms 1 to 5: C -0.072; C -0.248; N -0.266; C -0.250; C -0.068

***

Number 1: maximum force 1.690 eV/Å. Number 2: maximum force 0.771 eV/Å. Number 3: maximum force 1.210 eV/Å.